[1]
Entry from the OMol25 dataset: 2 unconnected molecules or ions with the total composition C4H10NS2 (the ωB97M-V functional and the def2-TZVPD basis).

For the gap between HOMO and LUMO, the calculation gives 6.975 eV. Its net charge is +1. As for the multiplicity: 1.

Each line ends with the Löwdin charge.
CARTESIAN COORDINATES (ANGSTROEM)
C1 0.382 0.758 2.562  -0.446
S1 -0.487 1.856 1.360  0.370
S2 1.075 2.242 0.051  0.313
H1 0.797 -0.093 2.027  0.008
H2 -0.387 0.414 3.251  0.035
H3 1.175 1.324 3.036  0.032
H4 1.749 3.160 0.766  -0.169
C2 -1.075 -2.816 -1.877  -0.108
C3 -0.854 -4.081 -2.203  0.113
C4 -0.002 -0.882 -0.870  0.148
N1 0.010 -2.096 -1.273  0.039
H5 -1.955 -2.198 -1.966  0.132
H6 0.059 -4.593 -1.923  0.089
H7 -1.599 -4.683 -2.702  0.090
H8 0.931 -0.338 -0.773  0.071
H9 -0.953 -0.394 -0.688  0.107
H10 0.896 -2.592 -1.288  0.176


[2]
Entry from the OMol25 dataset: a single C21H18N6O2 molecule (the ωB97M-V functional and the def2-TZVPD basis).

For the gap between HOMO and LUMO, the calculation gives 7.624 eV. As for the SMILES: C/N=C/CNC(=O)c1oc2cnccc2c1Nc1ccc2c(c1)Cc1c[nH]nc1-2. As for the multiplicity: 1.

Each line ends with the Löwdin charge.
CARTESIAN COORDINATES (ANGSTROEM)
O1 -2.553 -1.265 0.714  0.064
N1 5.964 -2.760 1.698  0.110
N2 -6.246 -1.470 -2.839  -0.002
N3 -0.132 5.055 0.011  0.058
O2 -2.237 2.104 -0.484  0.110
C1 -2.620 -0.227 0.055  -0.405
C2 5.054 -1.918 1.330  -0.243
C3 -1.899 0.950 0.172  -0.148
C4 6.655 -1.808 -0.226  -0.066
C5 -0.743 1.046 0.874  -0.094
C6 5.445 -1.355 0.149  -0.221
C7 -5.604 -1.167 -1.787  -0.193
C8 0.730 4.584 0.952  -0.125
C9 -1.086 4.288 -0.485  -0.063
C10 0.827 3.193 1.153  -0.016
C11 2.852 -1.808 2.588  0.043
C12 1.493 -1.285 2.547  0.019
C13 1.999 -0.018 0.499  0.072
C14 -1.176 2.936 -0.123  -0.147
C15 -0.255 2.387 0.795  -0.078
C16 3.694 -1.428 1.549  -0.124
C17 1.185 -0.352 1.576  -0.267
C18 3.313 -0.626 0.461  -0.120
N4 7.055 -2.543 0.809  -0.013
N5 -0.160 -0.032 1.569  0.109
N6 -3.495 -0.299 -1.001  0.065
C19 -7.674 -1.003 -2.816  -0.137
C20 4.382 -0.585 -0.569  -0.063
C21 -4.134 -1.365 -1.676  -0.175
H1 7.280 -1.750 -1.105  0.127
H2 -6.014 -0.651 -0.938  0.116
H3 1.574 5.086 1.560  0.132
H4 -1.792 4.695 -1.202  0.122
H5 1.713 2.778 1.740  0.134
H6 3.118 -2.518 3.366  0.114
H7 0.719 -1.535 3.149  0.079
H8 1.817 0.730 -0.169  0.083
H9 8.050 -2.872 0.943  0.176
H10 -0.731 -0.848 1.485  0.109
H11 -3.282 0.447 -1.637  0.130
H12 -8.392 -1.543 -2.145  0.083
H13 -7.701 0.069 -2.487  0.073
H14 -8.057 -0.926 -3.843  0.060
H15 4.600 0.446 -0.787  0.121
H16 4.115 -1.117 -1.478  0.133
H17 -3.799 -1.397 -2.710  0.125
H18 -3.853 -2.325 -1.240  0.133


[3]
Entry from the OMol25 dataset: a single C5H7NO molecule (the ωB97M-V functional and the def2-TZVPD basis).

For the gap between HOMO and LUMO, the calculation gives 11.929 eV. As for the SMILES: CC[C@@]1(C#N)CO1. As for the multiplicity: 1.

Each line ends with the Löwdin charge.
CARTESIAN COORDINATES (ANGSTROEM)
C1 1.250 1.131 -0.020  -0.086
C2 -0.063 0.749 -0.707  -0.170
C3 -0.589 -0.575 -0.190  -0.463
C4 -1.079 -0.666 1.186  -0.075
O1 -1.975 -0.723 0.091  0.014
C5 0.009 -1.774 -0.779  -0.120
N1 0.491 -2.712 -1.254  0.172
H1 1.091 1.379 1.035  0.075
H2 1.692 2.002 -0.507  0.075
H3 1.986 0.321 -0.063  0.081
H4 -0.833 1.503 -0.512  0.127
H5 0.074 0.693 -1.791  0.120
H6 -0.925 -1.584 1.745  0.126
H7 -1.128 0.254 1.766  0.124


[4]
Entry from the OMol25 dataset: a molecular structure, C35H45Br72IN2O3 (the ωB97M-V functional and the def2-TZVPD basis).

For the gap between HOMO and LUMO, the calculation gives 8.894 eV. As for the multiplicity: 1.

Each line ends with the Löwdin charge.
CARTESIAN COORDINATES (ANGSTROEM)
C1 2.981 1.327 -0.800  -0.137
C2 2.328 1.029 -2.159  -0.221
C3 1.156 1.932 -2.500  -0.189
C4 -0.205 1.330 -2.265  -0.232
N1 -0.349 -0.103 -2.627  0.047
C5 0.051 -0.442 -3.950  -0.247
O1 -0.915 -0.191 -4.953  0.087
C6 -1.005 -1.297 -5.717  -0.687
O2 -1.155 -1.339 -6.800  0.284
O3 -0.863 -2.337 -4.907  0.076
C7 0.275 -2.037 -4.101  -0.359
C8 1.514 -2.229 -4.928  -0.218
N2 2.723 -2.147 -4.110  0.027
C9 0.236 -2.782 -2.840  -0.199
C10 0.604 -4.262 -2.957  -0.287
C11 1.036 -4.724 -1.600  -0.569
I1 -0.495 -4.285 -0.146  0.864
H1 2.570 2.214 -0.377  -0.005
H2 2.820 0.502 -0.151  0.052
H3 4.032 1.423 -0.892  0.007
H4 2.056 0.004 -2.173  0.071
H5 3.065 1.164 -2.923  0.097
H6 1.216 2.200 -3.526  0.100
H7 1.219 2.808 -1.905  0.086
H8 -0.400 1.396 -1.216  0.104
H9 -0.982 1.899 -2.731  -0.014
H10 -1.338 -0.299 -2.611  0.108
H11 0.991 -0.064 -4.237  0.133
H12 1.468 -3.210 -5.334  0.032
H13 1.596 -1.536 -5.742  0.129
H14 3.265 -1.358 -4.423  0.074
H15 3.304 -2.953 -4.280  0.036
H16 -0.772 -2.750 -2.512  0.066
H17 0.901 -2.377 -2.131  0.090
H18 -0.205 -4.853 -3.313  0.052
H19 1.466 -4.386 -3.567  0.096
H20 1.220 -5.766 -1.534  0.041
H21 1.866 -4.151 -1.299  -0.023
C12 -4.385 -3.901 0.995  -1.634
Br1 -5.078 -2.177 0.531  0.568
Br2 -4.428 -4.208 2.897  0.569
Br3 -5.257 -5.315 0.032  0.582
H22 -3.352 -3.890 0.692  -0.118
C13 -4.885 2.062 1.402  -1.626
Br4 -5.782 1.344 -0.143  0.547
Br5 -5.051 0.903 2.921  0.561
Br6 -3.045 2.480 1.019  0.574
H23 -5.377 2.990 1.651  -0.043
C14 -5.078 2.643 -3.990  -1.647
Br7 -4.713 4.017 -5.278  0.575
Br8 -6.710 1.695 -4.345  0.581
Br9 -3.596 1.427 -3.836  0.618
H24 -5.194 3.129 -3.034  -0.046
C15 -1.121 -3.482 4.952  -1.647
Br10 -0.361 -2.128 3.825  0.545
Br11 0.198 -4.747 5.553  0.580
Br12 -2.090 -2.694 6.414  0.545
H25 -1.833 -4.026 4.352  -0.088
C16 4.256 4.110 1.330  -1.593
Br13 4.526 4.978 -0.359  0.560
Br14 2.387 3.994 1.779  0.601
Br15 5.095 2.388 1.383  0.611
H26 4.724 4.723 2.085  -0.048
C17 -3.369 -4.813 -5.533  -1.627
Br16 -4.733 -5.880 -6.370  0.588
Br17 -3.809 -4.398 -3.704  0.570
Br18 -1.640 -5.636 -5.665  0.594
H27 -3.318 -3.879 -6.069  -0.032
C18 5.512 -3.667 -0.174  -1.619
Br19 4.641 -3.277 1.489  0.553
Br20 5.899 -5.543 -0.353  0.571
Br21 4.502 -2.997 -1.666  0.641
H28 6.456 -3.146 -0.168  -0.032
C19 2.181 -5.807 -8.021  -1.639
Br22 1.928 -6.523 -9.783  0.578
Br23 1.208 -4.173 -7.754  0.656
Br24 1.768 -7.098 -6.654  0.564
H29 3.229 -5.573 -7.928  -0.127
C20 7.214 -2.697 4.987  -1.623
Br25 7.560 -1.790 3.330  0.553
Br26 5.332 -2.716 5.378  0.539
Br27 7.972 -4.466 5.009  0.577
H30 7.702 -2.132 5.763  -0.038
C21 6.906 -5.465 -8.248  -1.619
Br28 5.713 -5.147 -6.767  0.606
Br29 8.206 -6.816 -7.824  0.571
Br30 5.952 -5.885 -9.866  0.590
H31 7.442 -4.547 -8.424  -0.030
C22 -6.382 -3.519 7.732  -1.637
Br31 -5.553 -3.393 6.004  0.516
Br32 -5.557 -2.326 8.995  0.570
Br33 -8.283 -3.248 7.632  0.579
H32 -6.222 -4.523 8.091  -0.031
C23 -8.744 3.255 4.346  -1.620
Br34 -9.140 1.986 5.729  0.551
Br35 -7.066 4.146 4.666  0.563
Br36 -8.815 2.449 2.596  0.558
H33 -9.513 4.009 4.374  -0.118
C24 3.160 0.767 4.978  -1.597
Br37 2.858 -0.528 6.367  0.548
Br38 4.730 1.835 5.323  0.556
Br39 3.224 -0.047 3.236  0.519
H34 2.315 1.437 4.983  -0.029
C25 -8.172 4.733 9.185  -1.620
Br40 -7.984 6.102 7.843  0.540
Br41 -9.767 3.692 8.931  0.541
Br42 -6.606 3.623 9.284  0.577
H35 -8.269 5.235 10.133  -0.033
C26 9.562 -10.184 -9.281  -1.658
Br43 8.288 -11.574 -8.917  0.580
Br44 10.328 -9.485 -7.660  0.537
Br45 10.921 -10.763 -10.511  0.580
H36 9.027 -9.374 -9.752  -0.048
C27 7.134 1.986 9.381  -1.652
Br46 7.304 0.106 9.040  0.566
Br47 6.630 2.331 11.203  0.582
Br48 8.741 2.930 8.903  0.551
H37 6.340 2.359 8.751  -0.038
C28 5.918 9.230 0.514  -1.613
Br49 5.806 8.493 -1.264  0.591
Br50 4.811 10.786 0.699  0.580
Br51 5.544 7.922 1.872  0.553
H38 6.939 9.547 0.657  -0.026
C29 8.094 11.214 -2.851  -1.667
Br52 7.218 12.618 -1.873  0.560
Br53 8.032 11.522 -4.747  0.578
Br54 9.893 10.935 -2.231  0.569
H39 7.547 10.305 -2.657  -0.105
C30 8.936 6.808 4.835  -1.642
Br55 8.877 5.983 3.097  0.564
Br56 7.756 8.323 4.971  0.558
Br57 8.627 5.542 6.250  0.552
H40 9.937 7.183 4.972  -0.035
C31 -12.724 4.905 5.397  -1.576
Br58 -13.128 3.609 6.756  0.551
Br59 -11.047 5.786 5.733  0.600
Br60 -12.777 4.126 3.638  0.535
H41 -13.493 5.660 5.435  -0.028
C32 7.717 -8.735 0.863  -1.666
Br61 6.476 -8.432 2.298  0.561
Br62 9.031 -10.060 1.326  0.577
Br63 6.813 -9.180 -0.778  0.553
H42 8.243 -7.809 0.695  -0.041
C33 -14.382 4.230 -0.432  -1.633
Br64 -13.511 5.522 -1.558  0.580
Br65 -13.167 2.845 0.132  0.547
Br66 -15.262 5.066 1.060  0.555
H43 -15.147 3.756 -1.025  -0.033
C34 -1.053 5.726 -3.530  -1.614
Br67 -1.726 4.407 -2.300  0.611
Br68 0.666 6.393 -2.985  0.578
Br69 -1.019 5.054 -5.330  0.569
H44 -1.739 6.557 -3.512  -0.030
C35 -13.746 -0.014 4.135  -1.610
Br70 -12.031 0.695 3.625  0.515
Br71 -14.180 0.403 5.961  0.553
Br72 -15.137 0.551 2.931  0.567
H45 -13.679 -1.087 4.063  -0.032


Q: Which of these has the lowest gap between HOMO and LUMO?
A: C4H10NS2


Q: Which of these has the lowest gap between HOMO and LUMO?
A: C4H10NS2


Q: Which formula does entry 3 have?
A: C5H7NO